[1]
An isolated molecule of C10H16O at a distorted geometry. Source: the Open Molecules 2025 dataset; level of theory: the ωB97M-V functional and the def2-TZVPD basis.

Last column: Löwdin charge in e.
CARTESIAN COORDINATES (ANGSTROEM)
1 C 0.69645 2.71986 2.04295  0.013
2 C 1.23792 1.48350 2.02448  -0.196
3 C 0.75607 0.41392 2.90714  -0.228
4 C 0.02786 -0.60672 2.12088  -0.120
5 C -0.53514 -0.47553 0.97112  0.032
6 C -1.07796 -0.45639 -0.22807  -0.370
7 O -2.22898 0.04861 -0.58165  0.058
8 C -0.32141 -0.77858 -1.47613  -0.580
9 C -1.20412 -1.59124 -2.41085  -0.050
10 C 0.97789 -1.49423 -1.09403  -0.051
11 C -0.03439 0.59527 -2.11993  -0.036
12 H 0.95160 3.48059 1.33243  0.037
13 H -0.02189 3.10022 2.77271  0.058
14 H 2.04601 1.26872 1.36297  0.098
15 H -0.00121 0.78054 3.56827  0.114
16 H 1.68006 0.03855 3.31983  0.116
17 H -0.07053 -1.45253 2.81002  0.114
18 H -2.61192 0.54606 0.15919  0.142
19 H -0.64964 -1.67778 -3.36962  0.090
20 H -1.44298 -2.55461 -1.87841  0.112
21 H -2.05279 -1.06272 -2.82037  0.075
22 H 0.98022 -2.61016 -0.83468  0.108
23 H 1.72360 -1.28191 -1.91390  0.101
24 H 1.24987 -1.18836 -0.07624  0.053
25 H 0.17000 0.44081 -3.18343  0.077
26 H 0.77261 1.07621 -1.45707  0.108
27 H -1.01721 1.23790 -1.94761  0.124

Calculated values
relative energy (zero: lowest compared OMol25 entry of this formula, charge and spin)	102.1	kcal/mol
Kohn-Sham gap	9.12	eV
SMILES string	C=CCC=C=C(O)C(C)(C)C
calculated total energy	-12673.2979	eV
2S+1	1



[2]
A cluster of 6 separate species, C27H66N3O15P3 in total at a distorted geometry. Source: the Open Molecules 2025 dataset; level of theory: the ωB97M-V functional and the def2-TZVPD basis.

Last column: Löwdin charge in e.
CARTESIAN COORDINATES (ANGSTROEM)
1 C -1.82147 -2.55280 -0.88731  -0.074
2 C -1.23339 -2.41593 -2.27804  -0.239
3 O -2.19413 -1.82772 -3.16777  -0.158
4 P -2.10464 -0.30238 -3.52022  0.347
5 O -0.74923 0.18764 -3.76754  -0.214
6 O -3.12801 -0.17732 -4.70700  -0.175
7 C -2.63863 -0.13239 -6.06761  -0.248
8 C -2.93473 -1.41921 -6.79189  -0.068
9 O -2.83588 0.42572 -2.32527  -0.190
10 C -3.27185 1.78731 -2.52047  -0.249
11 C -2.21018 2.76597 -2.12122  -0.056
12 H -2.69387 -3.20377 -0.89568  0.070
13 H -1.06840 -2.95180 -0.20567  0.089
14 H -2.16327 -1.59521 -0.48929  0.057
15 H -0.31975 -1.82476 -2.24988  0.102
16 H -0.98514 -3.40021 -2.66994  0.121
17 H -3.13108 0.71281 -6.55142  0.121
18 H -1.57473 0.10359 -6.05325  0.108
19 H -3.99476 -1.53817 -7.01615  0.078
20 H -2.41699 -1.39221 -7.75526  0.083
21 H -2.58626 -2.29487 -6.24649  0.079
22 H -3.66068 1.92321 -3.53081  0.120
23 H -4.15307 1.93065 -1.88240  0.107
24 H -1.27369 2.48263 -2.60640  0.053
25 H -2.47539 3.77550 -2.42998  0.086
26 H -2.02271 2.72017 -1.04709  0.065
27 C -4.45157 2.04169 2.73947  -0.060
28 C -5.00903 1.33341 1.52712  -0.266
29 O -4.27695 0.12135 1.29440  -0.179
30 P -5.04638 -1.24834 1.11069  0.335
31 O -4.16513 -2.39679 1.05153  -0.197
32 O -6.07572 -1.21331 2.29532  -0.177
33 C -7.16469 -2.16327 2.32458  -0.253
34 C -6.89480 -3.28325 3.29002  -0.074
35 O -5.99327 -1.01634 -0.12735  -0.174
36 C -5.43045 -1.02099 -1.46592  -0.240
37 C -6.50067 -1.35981 -2.46112  -0.054
38 H -4.49906 1.34442 3.57819  0.088
39 H -3.40937 2.33291 2.61382  0.060
40 H -5.07146 2.90328 2.98126  0.082
41 H -6.05111 1.09338 1.75718  0.111
42 H -5.02811 1.94364 0.62276  0.115
43 H -8.02906 -1.59569 2.68202  0.121
44 H -7.44638 -2.49512 1.32439  0.116
45 H -7.75006 -3.96659 3.29142  0.082
46 H -6.02724 -3.89964 3.05618  0.079
47 H -6.78388 -2.88911 4.30026  0.080
48 H -5.05732 -0.01378 -1.61537  0.090
49 H -4.58938 -1.71066 -1.54403  0.106
50 H -7.37563 -0.72487 -2.29300  0.082
51 H -6.14431 -1.17831 -3.47383  0.079
52 H -6.84376 -2.38827 -2.34892  0.083
53 C 4.54072 -0.31220 4.07210  -0.077
54 C 4.74800 -1.57117 3.24553  -0.241
55 O 5.43434 -2.58072 4.01563  -0.171
56 P 6.98844 -2.71251 3.89225  0.315
57 O 7.73892 -1.48524 4.09893  -0.214
58 O 7.19426 -3.37948 2.47681  -0.171
59 C 8.35810 -4.18353 2.20843  -0.264
60 C 8.68973 -4.04876 0.73566  -0.074
61 O 7.32595 -3.87976 4.89811  -0.171
62 C 6.93232 -3.74901 6.28243  -0.271
63 C 6.07603 -4.89094 6.68964  -0.078
64 H 3.98282 -0.46189 4.99474  0.075
65 H 5.50829 0.13337 4.31713  0.071
66 H 4.06007 0.44662 3.44569  0.076
67 H 3.80884 -1.97898 2.88580  0.109
68 H 5.35362 -1.25413 2.39155  0.118
69 H 9.19928 -3.82764 2.80813  0.118
70 H 8.16449 -5.22093 2.48420  0.118
71 H 9.65499 -4.47733 0.47297  0.076
72 H 7.92396 -4.50147 0.10429  0.076
73 H 8.71321 -2.98417 0.49054  0.082
74 H 7.83438 -3.61190 6.87980  0.124
75 H 6.38580 -2.80978 6.43022  0.115
76 H 5.15670 -4.93080 6.10894  0.082
77 H 6.58547 -5.85249 6.61522  0.080
78 H 5.79920 -4.76275 7.74127  0.083
79 C 1.39279 2.53381 -3.21847  -0.080
80 N 2.67059 3.15841 -3.42721  -0.186
81 C 3.78842 2.62768 -2.67519  -0.043
82 C 2.85280 4.12517 -4.34434  -0.358
83 O 3.91485 4.65460 -4.59120  0.007
84 H 0.54426 3.14566 -3.52658  0.069
85 H 1.20585 2.36828 -2.14878  0.052
86 H 1.28365 1.57215 -3.72683  0.081
87 H 4.67136 3.23536 -2.83553  0.085
88 H 3.54387 2.56976 -1.61100  0.074
89 H 4.00095 1.59847 -2.99297  0.096
90 H 1.91667 4.39826 -4.85851  0.136
91 C -0.00144 5.76450 0.64061  -0.055
92 N 0.55932 5.58936 -0.68257  -0.189
93 C 1.97091 5.30605 -0.80051  -0.028
94 C -0.17555 5.74104 -1.79887  -0.358
95 O 0.23439 5.59680 -2.93130  0.011
96 H 0.24184 4.89920 1.25318  0.083
97 H -1.08427 5.86322 0.54785  0.082
98 H 0.33882 6.70193 1.08628  0.091
99 H 2.51638 5.76352 0.02099  0.094
100 H 2.13924 4.22465 -0.79835  0.072
101 H 2.33596 5.68104 -1.75321  0.093
102 H -1.21891 6.05231 -1.60035  0.133
103 C -1.15674 1.16359 1.20860  -0.063
104 N -0.04873 0.31024 0.87448  -0.181
105 C 0.60687 0.55157 -0.37923  -0.042
106 C 0.42808 -0.61268 1.73853  -0.331
107 O 1.36718 -1.35980 1.52576  0.001
108 H -1.89310 1.08251 0.40006  0.070
109 H -0.85169 2.21645 1.25112  0.086
110 H -1.63457 0.85838 2.13309  0.079
111 H 1.12295 1.51840 -0.36809  0.077
112 H 1.29933 -0.25752 -0.58987  0.097
113 H -0.11828 0.59142 -1.19936  0.069
114 H -0.16533 -0.68261 2.66475  0.138

Calculated values
relative energy (zero: lowest compared OMol25 entry of this formula, charge and spin)	0.0	kcal/mol
Kohn-Sham gap	9.04	eV
SMILES string	CCOP(=O)(OCC)OCC.CCOP(=O)(OCC)OCC.CCOP(=O)(OCC)OCC.CN(C)C=O.CN(C)C=O.CN(C)C=O
calculated total energy	-92128.0642	eV
2S+1	1



[3]
A structure of composition C25H55Ca2N2O10P at a distorted geometry. Source: the Open Molecules 2025 dataset; level of theory: the ωB97M-V functional and the def2-TZVPD basis.

Last column: Löwdin charge in e.
CARTESIAN COORDINATES (ANGSTROEM)
1 Ca 0.53050 18.44638 2.57569  1.459
2 Ca 1.74012 21.92436 2.42557  1.513
3 P 3.19299 19.46020 3.09453  0.032
4 O 3.75636 19.29324 4.55957  -0.432
5 O 3.58794 20.74744 2.33837  -0.527
6 O 1.80603 20.03024 3.58729  -0.739
7 O 2.67567 18.14911 2.34837  -0.554
8 O -0.80920 21.08819 -0.71359  0.149
9 C 0.05863 21.19422 0.23011  -0.865
10 O 0.22960 20.28208 1.05642  -0.154
11 O 0.80475 22.18730 0.21766  -0.081
12 H -0.61626 21.90964 -1.17140  0.081
13 C 2.78976 26.28309 1.22639  -0.141
14 C 3.77911 25.55396 0.30667  -0.164
15 C 3.90867 24.21022 0.88076  -0.182
16 O 2.63405 23.97330 1.50166  -0.271
17 C 2.30049 25.19779 2.18834  -0.178
18 H 1.96968 26.62037 0.59250  0.098
19 H 3.20071 27.18859 1.67281  0.114
20 H 4.72201 26.07474 0.13984  0.122
21 H 3.36564 25.48216 -0.69931  0.109
22 H 4.73760 24.07288 1.57510  0.141
23 H 4.03940 23.44353 0.11708  0.110
24 H 2.75731 25.30987 3.17163  0.125
25 H 1.22398 25.32573 2.30174  0.121
26 C -0.39711 25.88674 -2.08485  -0.173
27 C -1.05805 25.29054 -3.30732  -0.150
28 C -0.87487 23.78312 -3.09790  -0.175
29 O -0.99459 23.64554 -1.68255  -0.165
30 C -0.47789 24.81283 -1.02636  -0.177
31 H -0.94723 26.76005 -1.73442  0.110
32 H 0.57690 26.31823 -2.31554  0.110
33 H -0.65829 25.58399 -4.27799  0.115
34 H -2.12727 25.50062 -3.33390  0.115
35 H 0.12056 23.43758 -3.37683  0.119
36 H -1.56508 23.10051 -3.59366  0.113
37 H 0.48834 24.74505 -0.52645  0.102
38 H -1.22663 25.09054 -0.28450  0.126
39 C -1.25530 20.53055 -4.92469  -0.157
40 C -1.92535 19.69581 -3.83266  -0.161
41 C -1.53399 18.29494 -4.24097  -0.252
42 O -1.42999 18.26458 -5.62730  -0.109
43 C -0.86480 19.51186 -6.02041  -0.173
44 H -0.40513 21.10136 -4.55124  0.080
45 H -2.00144 21.27124 -5.21235  0.102
46 H -3.00059 19.84926 -3.74096  0.114
47 H -1.56207 19.97471 -2.84354  0.089
48 H -2.25299 17.61853 -3.77878  0.121
49 H -0.59867 18.01270 -3.75763  0.093
50 H -1.19376 19.78071 -7.02421  0.118
51 H 0.20154 19.30983 -6.12134  0.105
52 C 4.86925 22.43513 -2.42857  -0.082
53 C 3.56995 21.63873 -2.23411  -0.252
54 N 3.72489 20.18306 -2.23473  -0.168
55 C 4.23490 19.80286 -0.89954  -0.248
56 C 5.00767 18.51218 -1.09023  -0.075
57 C 2.49955 19.44083 -2.53770  -0.235
58 C 2.02163 19.61683 -3.98510  -0.058
59 H 4.63831 23.50023 -2.44696  0.059
60 H 5.39367 22.20744 -3.35661  0.075
61 H 5.55555 22.33203 -1.58806  0.060
62 H 3.02311 21.93048 -1.33749  0.098
63 H 2.97375 21.88977 -3.11139  0.093
64 H 3.42974 19.74975 -0.16675  0.095
65 H 4.94785 20.50723 -0.47098  0.109
66 H 5.43335 18.22119 -0.12991  0.079
67 H 5.77074 18.68275 -1.84965  0.077
68 H 4.36821 17.70074 -1.43773  0.048
69 H 2.72560 18.39211 -2.34489  0.087
70 H 1.69883 19.59689 -1.81480  0.106
71 H 1.86213 20.66075 -4.25508  0.056
72 H 2.63620 19.14526 -4.75192  0.087
73 H 1.00290 19.23008 -3.95806  0.036
74 C -2.30931 18.18294 0.44564  -0.081
75 C -1.15325 17.44844 -0.15264  -0.265
76 N -0.16397 16.94003 0.82347  -0.274
77 C -0.55037 15.56840 1.35310  -0.245
78 C -1.71602 15.55324 2.28087  -0.089
79 C 1.20592 16.85577 0.13930  -0.238
80 C 1.29677 16.09480 -1.19939  -0.061
81 H -2.03917 18.91824 1.20358  0.062
82 H -3.10363 17.55629 0.85117  0.067
83 H -2.77447 18.72228 -0.37949  0.080
84 H -1.51893 16.66967 -0.82190  0.124
85 H -0.57970 18.07929 -0.83175  0.102
86 H -0.75548 14.88511 0.52900  0.113
87 H 0.33990 15.16705 1.83729  0.121
88 H -1.63041 14.69625 2.94896  0.085
89 H -1.68922 16.45929 2.88622  0.064
90 H -2.70047 15.51891 1.81419  0.076
91 H 1.85722 16.39485 0.88191  0.099
92 H 1.51434 17.89455 0.02129  0.084
93 H 0.79778 16.58332 -2.03632  0.059
94 H 0.93313 15.07929 -1.04254  0.070
95 H 2.34064 16.00207 -1.49915  0.073

Calculated values
relative energy (zero: lowest compared OMol25 entry of this formula, charge and spin)	34.3	kcal/mol
Kohn-Sham gap	6.08	eV
calculated total energy	-96445.4479	eV
2S+1	1